[1]
# C42H48AsF6N9P2PbSe2

C42H48AsF6N9P2PbSe2 as an isolated structure at a distorted geometry (ωB97M-V/def2-TZVPD, OMol25).

XYZ file:
```
111
Properties=species:S:1:pos:R:3:forces:R:3
Pb -0.8948 -1.4136 -1.1811 -1.063 -0.183 -0.352
Se -0.7186 1.9989 5.2072 -0.479 -0.471 0.420
P 0.3236 2.7590 3.4858 1.035 0.634 -0.973
C -0.2526 4.4402 3.1705 -0.078 -0.346 0.265
C 0.6329 5.4781 2.8985 0.068 0.005 -0.114
C 0.1473 6.7664 2.7445 0.006 0.053 -0.013
C -1.2085 7.0216 2.8919 0.004 -0.013 -0.026
C -2.0862 5.9911 3.2007 -0.104 0.033 -0.080
C -1.6149 4.6986 3.3369 -0.010 -0.067 -0.062
C 2.1005 2.7896 3.8211 -0.254 -0.012 -0.014
C 2.9075 1.7732 3.3215 -0.070 0.024 -0.025
C 4.2460 1.7215 3.6751 0.059 0.023 0.009
C 4.7748 2.6767 4.5300 0.006 -0.077 -0.027
C 3.9619 3.6739 5.0531 0.018 0.061 0.070
C 2.6226 3.7294 4.7105 -0.035 -0.025 -0.005
C 0.0314 1.5128 2.2368 -0.150 -0.024 -0.039
C 0.1512 1.1662 0.8790 -0.217 -0.223 0.528
N -0.1951 -0.1487 0.8412 0.422 0.641 0.176
N -0.4872 -0.5767 2.0577 -0.214 -0.336 -0.381
N -0.3660 0.3964 2.8996 0.045 0.325 0.285
P 0.7603 1.9392 -0.6449 0.514 0.062 -0.349
Se 1.0062 0.4809 -2.2335 0.342 0.465 0.060
C -0.1403 3.4214 -1.1412 -0.033 -0.285 0.257
C -1.2957 3.8470 -0.5033 -0.011 0.030 0.018
C -1.9542 4.9718 -0.9745 0.021 0.048 0.111
C -1.4466 5.6783 -2.0534 -0.073 -0.002 0.031
C -0.2944 5.2438 -2.6924 0.094 -0.044 -0.092
C 0.3568 4.1076 -2.2458 0.047 -0.032 -0.014
C 2.4245 2.5547 -0.2138 -0.158 -0.037 0.060
C 2.6132 3.8852 0.1466 -0.046 0.007 0.086
C 3.8720 4.3329 0.5209 0.056 0.062 0.050
C 4.9480 3.4590 0.5305 0.005 0.031 0.006
C 4.7708 2.1386 0.1407 0.019 -0.020 0.034
C 3.5154 1.6901 -0.2332 0.007 -0.086 -0.071
H 1.6933 5.2849 2.8287 0.055 0.000 -0.123
H 0.8296 7.5778 2.5282 0.008 -0.023 -0.012
H -1.5835 8.0295 2.7725 0.013 0.001 0.033
H -3.1391 6.1980 3.3399 0.011 -0.020 -0.027
H -2.2921 3.8907 3.5873 -0.025 0.055 -0.037
H 2.4821 1.0143 2.6788 0.059 0.075 -0.036
H 4.8749 0.9312 3.2870 0.000 0.008 -0.015
H 5.8202 2.6333 4.8061 -0.007 0.011 0.003
H 4.3742 4.3972 5.7440 -0.025 0.017 -0.016
H 1.9796 4.4861 5.1446 0.055 0.026 -0.004
H -1.7164 3.2739 0.3109 -0.022 -0.002 0.050
H -2.8802 5.2751 -0.5090 -0.044 0.044 0.033
H -1.9643 6.5583 -2.4125 -0.006 -0.027 -0.018
H 0.0848 5.7712 -3.5574 -0.001 0.021 0.020
H 1.2385 3.7408 -2.7586 0.002 0.046 -0.027
H 1.7829 4.5748 0.0995 -0.060 0.086 0.088
H 4.0224 5.3724 0.7869 -0.043 -0.020 -0.008
H 5.9291 3.8151 0.8174 -0.001 -0.014 -0.008
H 5.6162 1.4627 0.1150 -0.013 0.000 -0.019
H 3.3828 0.6791 -0.5965 0.006 -0.022 0.071
C 3.0553 -2.3157 -0.6076 0.023 -0.021 -0.043
N 2.2529 -2.4859 0.5937 -0.064 0.157 0.036
C 2.5544 -1.5839 1.6906 0.135 -0.060 0.072
C 1.1286 -3.2381 0.5647 -0.343 -0.141 -0.037
N 0.4260 -3.3339 -0.5666 0.340 0.135 -0.123
C -0.0493 -4.6059 -0.9567 -0.157 -0.562 -0.118
C 0.6944 -5.7579 -0.6637 0.016 0.285 0.009
C 0.2604 -7.0231 -1.0055 -0.062 -0.131 -0.025
C -0.9537 -7.1698 -1.6638 0.089 -0.062 -0.007
C -1.6735 -6.0478 -2.0179 0.019 0.258 0.015
C -1.2305 -4.7465 -1.7166 0.175 -0.417 0.016
N -1.9756 -3.6272 -2.0494 -0.131 0.304 0.345
C -2.7957 -3.6135 -3.0947 0.449 -0.109 0.064
N -4.0062 -3.0438 -2.9781 -0.063 0.037 -0.050
C -4.6567 -2.2952 -4.0425 -0.084 0.054 -0.015
C -4.7308 -3.0654 -1.7169 -0.130 0.011 0.044
N -2.4122 -4.0925 -4.3084 -0.192 0.027 -0.140
C -3.3397 -4.7114 -5.2418 0.027 -0.035 -0.009
C -1.0154 -4.2647 -4.6558 0.033 0.050 0.012
N 0.7414 -3.8442 1.7038 0.113 0.057 0.150
C -0.6271 -4.2806 1.9138 -0.042 0.006 -0.034
C 1.6733 -4.2700 2.7345 -0.026 -0.088 -0.008
H 4.1080 -2.3017 -0.3163 -0.003 -0.015 -0.002
H 2.8221 -1.3921 -1.1408 -0.042 -0.020 0.044
H 2.8870 -3.1546 -1.2778 -0.011 0.016 -0.011
H 2.4613 -0.5521 1.3417 0.023 -0.009 -0.058
H 3.5762 -1.7332 2.0501 -0.007 -0.034 0.001
H 1.8600 -1.7272 2.5140 -0.006 0.004 -0.059
H 1.6481 -5.6433 -0.1597 0.003 -0.001 0.028
H 0.8602 -7.8904 -0.7631 0.006 0.029 0.031
H -1.3298 -8.1553 -1.9057 0.001 0.016 -0.021
H -2.6231 -6.1560 -2.5293 -0.004 -0.013 -0.014
H -3.9833 -2.1660 -4.8839 0.012 -0.033 -0.018
H -4.9134 -1.3052 -3.6638 0.018 -0.026 0.006
H -5.5778 -2.7832 -4.3712 0.047 -0.053 -0.044
H -4.1326 -3.5536 -0.9545 0.004 -0.019 -0.015
H -5.6696 -3.6114 -1.8530 0.044 -0.026 0.003
H -4.9735 -2.0555 -1.3947 0.091 0.066 0.009
H -4.3412 -4.7466 -4.8269 -0.025 0.038 0.037
H -3.0176 -5.7384 -5.4371 0.014 0.015 0.011
H -3.3619 -4.1755 -6.1932 -0.037 0.008 0.012
H -0.3981 -3.5635 -4.0984 -0.008 -0.016 0.037
H -0.9002 -4.0589 -5.7210 0.011 0.005 0.011
H -0.6646 -5.2801 -4.4534 0.003 -0.006 0.017
H -1.3031 -3.7194 1.2735 -0.001 0.001 -0.008
H -0.8918 -4.0896 2.9540 -0.006 0.017 -0.010
H -0.7408 -5.3463 1.7013 -0.005 0.001 -0.017
H 2.6979 -4.0770 2.4337 0.015 0.019 -0.036
H 1.5582 -5.3460 2.8899 -0.010 0.016 0.008
H 1.4711 -3.7646 3.6812 0.013 0.018 -0.005
F -1.9366 1.2303 -1.1585 -0.262 -0.012 -0.054
As -3.5020 1.2303 -2.0299 0.373 -0.706 0.372
F -4.1105 2.3677 -0.8908 -0.034 0.098 -0.044
F -2.9190 2.4801 -3.0455 -0.070 0.054 -0.064
F -5.0023 1.0813 -2.8473 0.039 0.124 -0.017
F -2.7860 0.0200 -3.0952 -0.049 0.110 0.113
F -3.9382 -0.0775 -0.9394 0.007 0.100 -0.176
```
Positions in Å, forces in eV/Å.

The HOMO energy (alpha / beta) is -9.441 / -9.441 eV. As for the LUMO energy (alpha / beta): -0.096 / -0.190 hartree. As for the HOMO-LUMO gap (alpha / beta): 6.836 / 4.267 eV. As for the energy relative to the best compared isomer or geometry (same formula, charge and spin): 0.00 kJ/mol. Its net charge is +1. As for the spin multiplicity: 2.

Atom charges from the Löwdin analysis, given in e for atoms 1 to 6:
1. Pb 1.277
2. Se 0.665
3. P 0.688
4. C -0.356
5. C -0.089
6. C -0.052

=====

[2]
# C42H48N5OPd

C42H48N5OPd as an isolated structure (ωB97M-V/def2-TZVPD, OMol25).

XYZ file:
```
97
Properties=species:S:1:pos:R:3:forces:R:3
Pd 0.3496 -0.1602 0.2633 0.368 -0.502 -0.227
C -3.2104 -4.7129 -4.1115 0.010 -0.032 -0.028
C -1.8483 -4.5444 -4.7343 -0.090 -0.200 -0.005
C -1.4301 -5.3548 -5.7852 -0.067 0.016 0.020
C -0.1738 -5.2111 -6.3605 -0.097 -0.072 0.005
C 0.6676 -4.2127 -5.9024 0.106 0.173 0.095
C 0.2662 -3.3740 -4.8676 0.043 0.205 -0.038
C -0.9733 -3.5617 -4.2576 0.092 0.148 0.099
N -1.4117 -2.7309 -3.2033 0.308 -0.071 0.116
C -0.7572 -2.3121 -2.0360 0.125 -0.250 -0.313
N 0.4158 -2.9642 -1.7620 0.016 0.277 0.075
C 1.5902 -2.6235 -1.0075 -0.265 0.036 -0.087
C 1.7361 -1.5262 -0.1516 -0.037 0.106 0.035
C 3.0002 -1.3090 0.4115 0.011 -0.355 -0.101
C 4.0733 -2.1523 0.1682 -0.016 -0.025 -0.036
C 3.8851 -3.2684 -0.6364 0.042 -0.051 0.004
C 2.6535 -3.5187 -1.2230 0.099 -0.162 -0.076
C 2.4714 -4.7481 -2.0895 0.090 0.066 0.041
N -1.2925 -1.4579 -1.2639 -0.135 0.145 0.261
C -2.5017 -0.8434 -1.5730 -0.138 0.081 -0.103
C -2.5473 0.3204 -2.3457 -0.060 0.071 -0.103
C -3.7563 0.9665 -2.5764 0.070 -0.067 0.074
C -4.9343 0.4635 -2.0371 -0.013 -0.050 -0.001
C -4.8892 -0.6945 -1.2667 0.033 -0.009 0.039
C -3.6884 -1.3584 -1.0211 -0.089 0.019 0.078
C -3.6155 -2.5898 -0.1529 0.011 0.071 -0.099
H -3.7489 -5.5347 -4.5856 0.022 0.035 0.025
H -3.8240 -3.8106 -4.2183 0.042 -0.082 0.002
H -3.1324 -4.9239 -3.0403 0.004 0.036 -0.069
H -2.1049 -6.1196 -6.1559 0.001 0.020 0.027
H 0.1322 -5.8632 -7.1720 -0.031 0.056 0.065
H 1.6341 -4.0540 -6.3691 -0.067 0.027 0.068
H 0.8800 -2.5206 -4.5835 0.070 -0.122 0.044
H -2.3820 -2.4754 -3.2045 -0.178 0.047 -0.050
H 0.6093 -3.6723 -2.4408 0.031 -0.135 -0.197
H 3.1364 -0.4689 1.0728 -0.003 0.166 0.087
H 5.0466 -1.9490 0.6091 -0.131 -0.037 -0.035
H 4.7044 -3.9596 -0.8206 -0.077 0.063 0.016
H 3.3394 -5.4003 -1.9921 -0.016 0.009 -0.015
H 2.3667 -4.5018 -3.1547 -0.005 0.005 0.126
H 1.5863 -5.3245 -1.7927 0.118 0.014 -0.024
H -1.6204 0.7127 -2.7547 -0.057 -0.023 0.065
H -3.7710 1.8720 -3.1714 0.010 -0.021 0.002
H -5.8816 0.9689 -2.2091 0.143 -0.074 0.026
H -5.8069 -1.0873 -0.8330 0.104 0.022 -0.036
H -4.5748 -2.7899 0.3253 -0.010 0.008 -0.003
H -2.8448 -2.4661 0.6127 -0.030 0.003 -0.022
H -3.3326 -3.4743 -0.7336 -0.003 0.040 0.026
C -1.3773 -0.1164 4.0042 -0.240 -0.063 0.027
C -0.5895 0.1721 2.7297 0.481 -0.035 -0.053
C -1.4588 0.9617 1.7164 0.137 -0.326 0.260
C -0.1330 -1.0647 1.9520 -0.028 0.749 0.044
C 0.6754 0.9780 3.1020 -0.214 -0.128 0.109
C 0.8717 2.3033 2.7394 0.071 0.191 -0.026
C 2.0504 2.9729 3.0600 0.017 -0.071 0.024
C 3.0511 2.3316 3.7736 -0.074 0.002 -0.010
C 2.8556 1.0121 4.1701 -0.080 0.003 -0.060
C 1.6848 0.3495 3.8346 0.039 -0.053 -0.008
H -2.2652 -0.7122 3.7645 0.057 0.048 0.051
H -1.6999 0.8118 4.4943 0.035 -0.101 -0.053
H -0.7675 -0.6826 4.7124 -0.049 0.031 -0.036
H -2.3280 0.3697 1.4421 -0.081 -0.045 -0.044
H -0.8930 1.1753 0.7798 -0.466 0.578 0.099
H -1.7974 1.9240 2.1039 0.026 0.107 -0.074
H -0.6130 -2.0116 2.1783 0.056 -0.176 -0.016
H 0.1154 2.8353 2.1743 0.083 -0.037 0.000
H 2.1900 3.9948 2.7288 -0.016 0.004 0.016
H 3.9751 2.8473 4.0117 -0.056 -0.028 -0.013
H 3.6284 0.4902 4.7219 -0.007 0.000 0.002
H 1.5590 -0.6933 4.1077 0.009 0.041 -0.035
C 3.3519 3.6168 -6.5183 -0.016 -0.006 -0.033
C 3.5952 2.4728 -5.5413 -0.035 -0.131 -0.254
N 2.8216 1.2717 -5.8480 0.178 0.104 -0.106
C 3.2769 0.5309 -7.0298 -0.303 0.335 0.176
C 2.3019 0.6169 -8.2060 -0.016 0.024 0.075
C 2.2769 0.5247 -4.7726 -0.276 0.025 -0.260
O 2.2909 -0.7191 -4.8236 0.061 0.021 -0.007
C 1.6257 1.2689 -3.7211 0.022 0.054 0.154
C 1.1658 2.6416 -3.7971 -0.039 -0.057 -0.022
C 0.5873 3.1979 -2.6715 0.037 -0.100 -0.062
C 0.4335 2.4646 -1.5046 -0.012 -0.169 0.002
N 0.8093 1.1278 -1.4395 0.119 -0.217 -0.276
C 1.3656 0.5908 -2.5105 -0.069 0.442 -0.115
H 3.9274 4.5014 -6.2207 -0.077 -0.114 -0.042
H 2.2897 3.8782 -6.5389 0.108 0.007 -0.040
H 3.6573 3.3417 -7.5331 -0.053 0.043 0.075
H 3.3549 2.7942 -4.5378 0.002 0.028 0.159
H 4.6624 2.2274 -5.5472 0.164 -0.061 0.009
H 3.3973 -0.5036 -6.7462 0.077 -0.346 0.121
H 4.2562 0.9144 -7.3255 0.057 0.051 -0.005
H 1.3319 0.2121 -7.9040 0.077 0.039 -0.052
H 2.6688 0.0345 -9.0620 -0.043 0.091 0.147
H 2.1527 1.6528 -8.5277 0.010 -0.112 0.036
H 1.2364 3.2032 -4.7225 -0.082 -0.068 0.155
H 0.2312 4.2232 -2.6901 0.011 -0.028 -0.008
H -0.0178 2.8937 -0.6203 0.033 -0.055 0.042
H 1.6674 -0.4440 -2.4511 0.011 -0.117 0.078
```
Positions in Å, forces in eV/Å.

The HOMO energy (alpha / beta) is -1.754 / -4.241 eV. As for the LUMO energy (alpha / beta): 0.094 / 0.094 hartree. As for the HOMO-LUMO gap (alpha / beta): 4.308 / 6.792 eV. Its net charge is -1. As for the spin multiplicity: 3.

Atom charges from the Löwdin analysis, given in e for atoms 1 to 6:
1. Pd 0.800
2. C -0.046
3. C -0.216
4. C -0.062
5. C -0.103
6. C -0.082

=====

- Which formula does entry 2 have?
  C42H48N5OPd

=====

- Which formula does entry 1 have?
  C42H48AsF6N9P2PbSe2